(1)
{
  "formula": "C29H50N4O4ScSe",
  "method": "ωB97M-V/def2-TZVPD",
  "largest_force_ev_per_a": 0.69,
  "energy_ev": -131081.254,
  "spin_multiplicity": 1,
  "relative_energy_ev": 0.000,
  "gap_ev": 7.89,
  "homo_energy_ev": -10.12,
  "total_charge": 1,
  "elements": ["Sc", "C", "C", "C", "C", "C", "C", "N", "C", "C", "N", "C", "C", "O", "O", "C", "C", "C", "C", "C", "C", "N", "C", "C", "N", "C", "C", "O", "O", "H", "H", "H", "H", "H", "H", "H", "H", "H", "H", "H", "H", "H", "H", "H", "H", "H", "H", "H", "H", "H", "H", "H", "H", "H", "H", "H", "H", "H", "H", "H", "H", "H", "H", "H", "H", "H", "H", "H", "C", "C", "C", "C", "C", "C", "Se", "C", "C", "C", "H", "H", "H", "H", "H", "H", "H", "H", "H", "H", "H"],
  "xyz": [[-1.341, -0.751, 0.419], [-0.258, 3.147, -1.464], [0.462, 2.065, -2.286], [1.993, 2.240, -2.246], [2.847, 1.970, -0.979], [3.742, 3.180, -0.721], [3.705, 0.716, -1.138], [1.936, 1.791, 0.223], [2.619, 1.380, 1.503], [2.484, -0.089, 1.870], [1.126, -0.546, 2.160], [0.443, 0.418, 3.031], [-0.187, 1.512, 2.163], [-0.040, 2.698, 2.376], [-0.806, 1.046, 1.105], [1.063, -1.968, 2.622], [2.334, -2.499, 3.283], [0.464, -2.934, 1.584], [0.886, -3.031, 0.113], [2.362, -3.374, -0.070], [0.025, -4.127, -0.517], [0.546, -1.715, -0.540], [0.515, -1.752, -2.021], [0.628, -0.365, -2.669], [-0.089, 0.714, -1.964], [-1.510, 0.766, -2.418], [-2.158, -0.612, -2.426], [-2.405, -1.201, -3.447], [-2.358, -1.093, -1.220], [0.353, 4.048, -1.396], [-0.504, 2.806, -0.457], [-1.193, 3.449, -1.933], [0.237, 2.257, -3.345], [2.130, 3.289, -2.514], [2.453, 1.688, -3.065], [4.320, 3.381, -1.622], [4.452, 3.027, 0.091], [3.144, 4.070, -0.509], [4.296, 0.821, -2.048], [3.112, -0.194, -1.237], [4.409, 0.585, -0.317], [1.436, 2.666, 0.408], [1.171, 1.140, -0.015], [2.231, 2.025, 2.285], [3.675, 1.603, 1.391], [3.139, -0.196, 2.744], [2.927, -0.709, 1.088], [1.101, 0.875, 3.778], [-0.379, -0.080, 3.544], [0.303, -1.964, 3.402], [3.178, -2.598, 2.600], [2.130, -3.490, 3.688], [2.641, -1.868, 4.119], [-0.624, -2.764, 1.601], [0.539, -3.937, 2.013], [2.589, -4.316, 0.431], [3.020, -2.613, 0.353], [2.619, -3.499, -1.123], [0.128, -5.045, 0.062], [0.324, -4.344, -1.542], [-1.034, -3.857, -0.516], [1.263, -1.060, -0.240], [-0.400, -2.251, -2.327], [1.346, -2.346, -2.411], [0.291, -0.456, -3.708], [1.679, -0.099, -2.710], [-1.562, 1.171, -3.434], [-2.070, 1.419, -1.750], [-2.167, -7.511, 3.136], [-2.328, -6.022, 3.003], [-2.946, -5.459, 1.895], [-3.117, -4.085, 1.760], [-3.873, -3.566, 0.570], [-2.614, -3.236, 2.758], [-2.667, -1.315, 2.536], [-2.056, -3.784, 3.923], [-1.637, -2.969, 5.122], [-1.914, -5.166, 4.014], [-2.495, -8.026, 2.234], [-2.754, -7.893, 3.973], [-1.126, -7.781, 3.321], [-3.333, -6.107, 1.115], [-4.270, -4.392, -0.020], [-3.272, -2.950, -0.101], [-4.704, -2.932, 0.884], [-2.034, -1.957, 5.098], [-0.549, -2.909, 5.210], [-1.993, -3.448, 6.035], [-1.485, -5.583, 4.920]]
}

---

(2)
{
  "formula": "C17H38F6N4NbO6S",
  "method": "ωB97M-V/def2-TZVPD",
  "largest_force_ev_per_a": 7.56,
  "energy_ev": -65170.664,
  "spin_multiplicity": 1,
  "gap_ev": 5.98,
  "homo_energy_ev": -4.71,
  "total_charge": -1,
  "elements": ["C", "C", "C", "C", "C", "Nb", "O", "C", "C", "C", "C", "O", "C", "C", "C", "C", "F", "S", "O", "O", "C", "F", "F", "C", "F", "F", "F", "H", "H", "H", "H", "H", "H", "H", "H", "H", "H", "H", "H", "H", "H", "H", "H", "H", "H", "H", "H", "H", "H", "H", "H", "H", "H", "H", "H", "H", "H", "C", "O", "N", "N", "H", "H", "H", "H", "C", "O", "N", "N", "H", "H", "H", "H"],
  "xyz": [[-4.204, -1.739, -0.635], [-2.884, -1.232, -1.464], [-1.454, -1.837, -0.937], [-0.816, -1.073, 0.367], [0.151, -2.076, 1.292], [0.214, 0.909, -0.087], [1.705, 0.345, 1.352], [1.267, 2.931, -0.272], [2.670, 3.056, 0.568], [2.500, 3.378, 2.166], [3.915, 2.925, 2.933], [3.965, 1.481, 3.241], [5.179, 0.869, 2.635], [-0.965, 1.809, 1.680], [-2.506, 2.224, 1.305], [-3.628, 1.455, 2.237], [-2.687, 3.696, 1.583], [1.723, -0.087, -1.853], [3.142, 0.563, -1.610], [1.909, -1.600, -1.586], [1.248, 0.365, -3.606], [0.534, 1.685, -3.570], [2.480, 0.595, -4.445], [0.241, -0.687, -4.356], [0.605, -2.116, -4.223], [-1.198, -0.397, -4.013], [0.344, -0.376, -5.831], [-5.049, -1.947, -1.452], [-4.017, -2.730, -0.037], [-4.632, -0.854, 0.026], [-2.761, -0.064, -1.521], [-3.023, -1.614, -2.582], [-1.656, -2.964, -0.606], [-0.689, -1.828, -1.844], [-1.737, -0.818, 1.081], [1.234, -2.190, 0.864], [0.217, -1.565, 2.351], [-0.357, -3.136, 1.317], [-1.068, 1.374, -1.288], [1.442, 0.664, 2.265], [1.538, 3.083, -1.415], [0.566, 3.814, 0.077], [3.264, 3.979, 0.100], [3.388, 2.134, 0.459], [2.426, 4.553, 2.363], [1.648, 2.788, 2.708], [4.056, 3.565, 3.929], [4.847, 3.194, 2.251], [6.175, 1.437, 2.910], [5.069, 0.770, 1.462], [5.301, -0.230, 3.044], [-0.446, 2.796, 2.104], [-0.960, 1.053, 2.603], [-2.726, 2.009, 0.174], [-4.669, 2.026, 2.203], [-3.765, 0.352, 1.816], [-3.339, 1.401, 3.385], [2.328, -3.106, 4.340], [1.758, -2.563, 3.408], [1.941, -2.958, 5.621], [3.398, -3.906, 4.177], [2.406, -3.403, 6.394], [1.141, -2.366, 5.798], [3.730, -4.051, 3.233], [3.873, -4.357, 4.941], [-4.434, -1.667, -6.089], [-4.776, -2.814, -5.851], [-5.138, -0.845, -6.890], [-3.321, -1.114, -5.573], [-4.862, 0.101, -7.090], [-5.983, -1.213, -7.303], [-2.756, -1.690, -4.964], [-3.033, -0.169, -5.765]]
}

---

(3)
{
  "formula": "C19H24N2O4",
  "method": "ωB97M-V/def2-TZVPD",
  "largest_force_ev_per_a": 1.81,
  "smiles": "CNC(=O)[C@H](C)NC(C)=O.OCc1cccc(Oc2ccccc2)c1",
  "energy_ev": -31263.115,
  "spin_multiplicity": 1,
  "relative_energy_ev": 1.474,
  "gap_ev": 9.24,
  "homo_energy_ev": -8.71,
  "elements": ["C", "N", "C", "O", "C", "C", "N", "C", "C", "O", "H", "H", "H", "H", "H", "H", "H", "H", "H", "H", "H", "H", "O", "C", "C", "C", "C", "C", "C", "O", "C", "C", "C", "C", "C", "C", "C", "H", "H", "H", "H", "H", "H", "H", "H", "H", "H", "H", "H"],
  "xyz": [[4.677, 1.469, -2.566], [3.893, 1.696, -1.353], [3.085, 0.783, -0.795], [2.922, -0.321, -1.304], [2.322, 1.174, 0.497], [0.877, 0.659, 0.525], [2.295, 2.624, 0.729], [3.145, 3.349, 1.455], [4.241, 2.668, 2.250], [3.053, 4.564, 1.466], [5.170, 0.496, -2.508], [4.018, 1.472, -3.436], [5.433, 2.247, -2.682], [3.952, 2.602, -0.912], [2.845, 0.690, 1.321], [0.349, 0.972, -0.377], [0.885, -0.428, 0.578], [0.355, 1.038, 1.405], [1.568, 3.150, 0.271], [4.851, 3.433, 2.729], [3.791, 2.039, 3.016], [4.867, 2.071, 1.590], [-4.781, 0.509, 4.259], [-4.718, -0.733, 3.552], [-3.969, -0.579, 2.248], [-4.009, 0.618, 1.518], [-3.338, 0.728, 0.297], [-2.631, -0.365, -0.216], [-2.586, -1.584, 0.488], [-1.922, -2.716, 0.066], [-1.476, -2.760, -1.230], [-0.155, -2.414, -1.536], [0.308, -2.455, -2.855], [-0.547, -2.876, -3.878], [-1.862, -3.251, -3.580], [-2.323, -3.190, -2.259], [-3.254, -1.666, 1.717], [-3.884, 0.863, 4.380], [-4.222, -1.482, 4.180], [-5.733, -1.089, 3.348], [-4.575, 1.467, 1.891], [-3.376, 1.659, -0.261], [-2.121, -0.257, -1.168], [0.522, -2.119, -0.744], [1.334, -2.169, -3.075], [-0.189, -2.919, -4.902], [-2.527, -3.584, -4.372], [-3.342, -3.476, -2.018], [-3.217, -2.609, 2.251]]
}

---

(4)
{
  "formula": "C2H9NS",
  "method": "ωB97M-V/def2-TZVPD",
  "largest_force_ev_per_a": 1.37,
  "energy_ev": -14542.845,
  "spin_multiplicity": 1,
  "relative_energy_ev": 2.448,
  "gap_ev": 5.89,
  "homo_energy_ev": -6.25,
  "elements": ["S", "H", "C", "N", "C", "H", "H", "H", "H", "H", "H", "H", "H"],
  "xyz": [[-2.414, -0.047, -0.374], [-3.571, -0.134, 0.275], [0.222, 1.004, 0.786], [1.053, 0.194, -0.170], [0.483, -1.132, -0.670], [0.791, 1.625, 1.492], [-0.332, 0.295, 1.390], [-0.496, 1.669, 0.235], [1.298, 0.744, -1.010], [1.947, -0.031, 0.266], [-0.311, -0.963, -1.386], [1.371, -1.667, -1.028], [-0.043, -1.557, 0.193]]
}

---

(5)
{
  "formula": "C16H35F4O11P2S2",
  "method": "ωB97M-V/def2-TZVPD",
  "largest_force_ev_per_a": 7.93,
  "energy_ev": -90796.790,
  "spin_multiplicity": 1,
  "gap_ev": 4.15,
  "homo_energy_ev": -4.17,
  "total_charge": -1,
  "elements": ["C", "C", "C", "C", "C", "P", "O", "C", "C", "C", "C", "S", "O", "O", "O", "C", "C", "F", "F", "C", "F", "F", "S", "C", "O", "O", "O", "H", "H", "H", "H", "H", "H", "H", "H", "H", "H", "H", "H", "H", "H", "H", "H", "H", "H", "H", "H", "H", "H", "H", "H", "H", "H", "C", "O", "P", "O", "O", "C", "O", "C", "H", "H", "H", "H", "H", "H", "H", "H", "H"],
  "xyz": [[5.155, -0.180, 2.350], [4.882, 0.370, 0.900], [5.055, 1.919, 0.805], [3.848, 2.637, 0.084], [3.027, 3.384, 1.165], [1.523, 4.379, 0.536], [0.379, 3.711, 1.687], [-0.620, 2.989, 1.018], [-1.201, 1.906, 1.949], [-2.638, 1.406, 1.583], [-2.683, -0.110, 1.986], [-4.256, -0.906, 1.545], [-3.948, -2.280, 1.222], [-4.845, -0.251, 0.418], [-5.190, -0.858, 2.876], [-0.282, 2.693, -0.513], [-0.143, 1.241, -1.057], [0.585, 1.333, -2.213], [-1.355, 0.733, -1.461], [0.610, 0.220, -0.151], [1.444, 0.770, 0.733], [1.333, -0.602, -0.973], [-1.539, 3.659, -1.504], [-1.265, 3.464, -3.291], [-1.470, 5.082, -1.248], [-2.905, 3.211, -1.244], [1.000, 3.201, -0.683], [6.183, -0.574, 2.448], [5.026, 0.597, 3.118], [4.463, -1.019, 2.543], [3.887, 0.019, 0.595], [5.607, -0.158, 0.253], [5.104, 2.288, 1.844], [6.023, 2.138, 0.324], [4.320, 3.344, -0.623], [3.262, 1.930, -0.520], [2.676, 2.681, 1.953], [3.728, 4.071, 1.670], [1.929, 5.372, 1.535], [2.427, 4.897, -0.490], [0.634, 5.428, 0.100], [-1.463, 3.721, 0.959], [-0.560, 1.017, 2.097], [-1.272, 2.375, 2.945], [-2.882, 1.445, 0.514], [-3.350, 1.952, 2.219], [-2.470, -0.216, 3.063], [-1.913, -0.663, 1.432], [-4.609, -0.537, 3.588], [-0.134, -0.438, 0.331], [-2.216, 3.784, -3.744], [-1.169, 2.395, -3.536], [-0.401, 4.046, -3.627], [-1.407, -8.003, -2.030], [-1.860, -6.753, -2.532], [-0.905, -5.416, -2.173], [0.447, -6.021, -2.382], [-1.363, -5.411, -0.599], [-2.753, -5.561, -0.268], [-0.356, -3.823, -2.027], [-1.295, -2.764, -2.275], [-2.269, -8.674, -2.006], [-0.651, -8.422, -2.692], [-1.008, -7.908, -1.019], [-2.921, -6.576, 0.094], [-3.403, -5.372, -1.122], [-3.006, -4.861, 0.528], [-2.139, -2.829, -1.582], [-1.659, -2.806, -3.303], [-0.784, -1.816, -2.122]]
}

---

(6)
{
  "formula": "C3H3BrCl2",
  "method": "ωB97M-V/def2-TZVPD",
  "largest_force_ev_per_a": 9.35,
  "smiles": "ClC/C=C(/Cl)Br",
  "energy_ev": -98243.810,
  "spin_multiplicity": 1,
  "relative_energy_ev": 2.136,
  "gap_ev": [7.90, 8.02],
  "homo_energy_ev": [-8.67, -8.74],
  "elements": ["Cl", "C", "C", "C", "Cl", "Br", "H", "H", "H"],
  "xyz": [[-0.192, -2.489, -0.226], [-0.550, -0.719, -0.625], [-0.398, 0.047, 0.485], [0.825, 1.135, 0.633], [1.079, 2.100, 1.936], [1.379, 1.701, -1.035], [-1.501, -0.842, -1.134], [0.153, -0.470, -1.343], [-0.796, -0.464, 1.309]]
}

---

(7)
{
  "formula": "C17H27B3BrF3N3O7S",
  "method": "ωB97M-V/def2-TZVPD",
  "largest_force_ev_per_a": 1.57,
  "energy_ev": -127939.128,
  "spin_multiplicity": 1,
  "gap_ev": 7.75,
  "homo_energy_ev": -5.87,
  "total_charge": -1,
  "elements": ["C", "C", "C", "C", "C", "C", "C", "C", "C", "O", "C", "B", "O", "B", "Br", "O", "B", "C", "C", "C", "C", "N", "C", "N", "N", "O", "C", "H", "H", "H", "H", "H", "H", "H", "H", "H", "H", "H", "H", "H", "H", "H", "H", "H", "H", "H", "H", "H", "H", "H", "H", "H", "H", "H", "C", "F", "F", "F", "S", "O", "O", "O"],
  "xyz": [[-2.776, 4.698, 1.146], [-2.204, 3.978, -0.054], [-1.307, 4.557, -0.941], [-0.808, 3.874, -2.014], [-1.139, 2.542, -2.267], [-0.471, 1.889, -3.463], [1.075, 1.826, -3.258], [-0.971, 0.501, -3.905], [-2.011, 1.971, -1.364], [-2.386, 0.641, -1.501], [-1.742, -0.214, -0.554], [-2.443, -1.626, -0.440], [-3.038, -2.292, -1.526], [-2.697, -3.624, -1.528], [-2.254, -4.563, -3.175], [-2.627, -4.363, -0.353], [-1.883, -3.563, 0.541], [-0.525, -4.056, 1.154], [-0.543, -4.264, 2.695], [-0.786, -2.974, 3.510], [0.515, -2.183, 3.823], [0.572, -1.880, 5.278], [0.940, -0.515, 5.577], [0.267, 0.149, 6.430], [2.056, 0.108, 4.978], [-2.444, -2.301, 0.776], [-2.546, 2.669, -0.297], [-2.043, 4.795, 1.959], [-3.581, 4.070, 1.551], [-3.181, 5.687, 0.914], [-0.978, 5.585, -0.791], [-0.109, 4.399, -2.662], [-0.610, 2.567, -4.321], [1.460, 2.840, -3.437], [1.349, 1.530, -2.243], [1.536, 1.208, -4.033], [-0.528, 0.275, -4.882], [-0.568, -0.243, -3.202], [-2.057, 0.376, -3.930], [-1.720, 0.257, 0.438], [-0.717, -0.406, -0.934], [-0.308, -5.040, 0.711], [0.332, -3.426, 0.868], [0.444, -4.656, 2.976], [-1.297, -5.007, 2.985], [-1.171, -3.287, 4.489], [-1.549, -2.318, 3.081], [0.509, -1.219, 3.305], [1.411, -2.755, 3.541], [1.205, -2.507, 5.766], [-0.487, -0.441, 6.775], [2.679, -0.546, 4.524], [1.792, 0.871, 4.370], [-3.247, 2.206, 0.397], [6.136, 0.025, -3.595], [6.774, -0.338, -2.466], [7.047, 0.642, -4.370], [5.799, -1.114, -4.230], [4.670, 1.096, -3.254], [5.231, 2.246, -2.580], [3.824, 0.267, -2.418], [4.130, 1.377, -4.568]]
}

---

(8)
{
  "formula": "C2H2N4O2",
  "method": "ωB97M-V/def2-TZVPD",
  "largest_force_ev_per_a": 9.19,
  "smiles": "O=C(O)n1ncnn1",
  "energy_ev": -12157.340,
  "spin_multiplicity": 1,
  "relative_energy_ev": 5.407,
  "gap_ev": 9.92,
  "homo_energy_ev": -10.64,
  "elements": ["O", "C", "O", "N", "N", "C", "N", "N", "H", "H"],
  "xyz": [[-0.843, -1.616, 1.504], [0.246, -1.099, 0.854], [1.559, -1.197, 1.043], [0.108, -0.032, -0.173], [0.727, 1.366, -0.020], [0.029, 1.953, -1.087], [-1.078, 1.076, -1.498], [-1.069, -0.089, -1.057], [1.539, -1.737, 1.838], [0.274, 2.877, -1.583]]
}

---

(9)
{
  "formula": "C23H24N4O3S",
  "method": "ωB97M-V/def2-TZVPD",
  "largest_force_ev_per_a": 0.88,
  "smiles": "C=CCn1c(SCC(=O)Nc2ccc(N3CCOCC3)cc2)nc2ccccc2c1=O",
  "energy_ev": -47179.103,
  "spin_multiplicity": 1,
  "relative_energy_ev": 1.708,
  "gap_ev": 7.93,
  "homo_energy_ev": -7.39,
  "elements": ["C", "C", "C", "N", "C", "S", "C", "C", "O", "N", "C", "C", "C", "C", "N", "C", "C", "O", "C", "C", "C", "C", "N", "C", "C", "C", "C", "C", "C", "C", "O", "H", "H", "H", "H", "H", "H", "H", "H", "H", "H", "H", "H", "H", "H", "H", "H", "H", "H", "H", "H", "H", "H", "H", "H"],
  "xyz": [[1.018, -2.365, 5.795], [-0.300, -2.342, 5.829], [-1.208, -2.281, 4.636], [-0.509, -2.045, 3.391], [-0.041, -0.809, 3.076], [-0.434, 0.503, 4.169], [0.128, 1.880, 3.132], [-0.442, 1.719, 1.719], [-1.576, 1.344, 1.530], [0.432, 2.115, 0.762], [0.318, 1.968, -0.629], [-0.789, 1.407, -1.251], [-0.823, 1.265, -2.624], [0.243, 1.673, -3.433], [0.274, 1.478, -4.807], [0.748, 2.539, -5.677], [-0.426, 3.434, -6.102], [-1.436, 2.690, -6.745], [-1.921, 1.661, -5.908], [-0.775, 0.736, -5.477], [1.357, 2.227, -2.788], [1.390, 2.375, -1.420], [0.647, -0.513, 2.031], [0.887, -1.497, 1.111], [1.598, -1.194, -0.055], [1.814, -2.172, -0.998], [1.345, -3.470, -0.802], [0.656, -3.787, 0.346], [0.418, -2.807, 1.311], [-0.311, -3.133, 2.529], [-0.739, -4.231, 2.821], [1.604, -2.425, 6.695], [1.574, -2.330, 4.872], [-0.829, -2.387, 6.770], [-1.720, -3.245, 4.525], [-1.960, -1.497, 4.780], [-0.278, 2.777, 3.601], [1.217, 1.903, 3.148], [1.347, 2.415, 1.067], [-1.627, 1.085, -0.658], [-1.709, 0.833, -3.060], [1.500, 3.145, -5.178], [1.192, 2.079, -6.566], [-0.101, 4.188, -6.821], [-0.838, 3.933, -5.210], [-2.665, 1.119, -6.493], [-2.402, 2.101, -5.021], [-1.135, -0.070, -4.840], [-0.332, 0.294, -6.376], [2.221, 2.524, -3.361], [2.269, 2.801, -0.954], [1.957, -0.189, -0.204], [2.352, -1.928, -1.903], [1.524, -4.225, -1.553], [0.283, -4.783, 0.529]]
}